(A)
This record from the OMol25 dataset describes 2 unconnected molecules or ions with the total composition CH6NO2. The level of theory is ωB97M-V/def2-TZVPD.

```
! wB97M-V def2-TZVPD RIJCOSX def2/J DEFGRID3
* xyz 1 1
O -0.4987 -1.2847 0.6135
N 1.1173 0.0814 -0.1379
H -1.1420 -0.7343 0.1412
O -1.0284 1.5297 -0.7861
H 1.3846 -1.4243 1.2968
H 2.1040 0.2775 -0.1171
H -1.5460 1.3989 -1.5711
H 0.3938 0.8049 -0.4298
H -1.1455 2.4472 -0.5753
C 0.7283 -0.8978 0.6160
*
```

LUMO: -4.22 eV
Gap between HOMO and LUMO: 13.08 eV

Results of the Mulliken charge analysis, in e, for atoms 1 through 6: -0.3675 -0.2377 0.3712 -0.6576 0.3680 0.2592

(B)
This record from the OMol25 dataset describes a gas-phase ion, CH6NO2 (charge +1). The level of theory is ωB97M-V/def2-TZVPD.

```
! wB97M-V def2-TZVPD RIJCOSX def2/J DEFGRID3
* xyz 1 1
O -1.2289 0.7787 0.5185
H -0.6114 0.4340 -1.4616
O -0.9409 -1.2599 -0.4474
H 1.4412 -0.9229 0.0266
N 1.1121 0.0092 0.0381
H -1.1315 -1.5712 0.4618
H 1.7552 0.5509 -0.3838
C -0.5845 0.0266 -0.4594
H -0.7606 1.6341 0.6647
H 0.9493 0.3205 1.0425
*
```

LUMO: -3.96 eV
SMILES: [NH3+]C(O)O
Gap between HOMO and LUMO: 13.30 eV

Results of the Mulliken charge analysis, in e, for atoms 1 through 6: -0.4514 0.3759 -0.4262 0.3126 -0.4472 0.3753

Stability ranking, top and bottom: (A) is the most stable and (B) is the least stable.

(A)
This record from the OMol25 dataset describes a molecular structure, C3H9NOS. The level of theory is ωB97M-V/def2-TZVPD.

```
! wB97M-V def2-TZVPD RIJCOSX def2/J DEFGRID3
* xyz 0 1
H -1.9567 -1.1954 1.1176
H -2.7407 0.3839 1.0220
H 2.7662 -0.2000 -0.8613
H -3.2930 -0.9681 -0.0210
C -2.3912 -0.4606 0.4592
H -1.7781 0.8718 -1.0461
O 0.9705 -1.6979 0.0434
N 1.5191 0.9375 0.4123
H 3.5272 0.9428 0.2572
C 2.6572 0.8447 -0.4351
H -1.3343 -0.8157 -1.2637
H 2.7396 1.7600 -1.1019
C -1.4889 -0.0141 -0.6319
H 0.2715 -0.1081 1.6825
S 0.5318 -0.2808 0.3668
*
```

LUMO: 0.31 eV
Gap between HOMO and LUMO: 8.55 eV

Results of the Mulliken charge analysis, in e, for atoms 1 through 6: 0.3483 0.3016 0.3026 0.2897 -0.9658 0.4323

(B)
This record from the OMol25 dataset describes C3H9NOS in the gas phase. The level of theory is ωB97M-V/def2-TZVPD.

```
! wB97M-V def2-TZVPD RIJCOSX def2/J DEFGRID3
* xyz 0 1
H -3.1113 0.4009 -2.4140
H -0.4533 1.1640 -0.0287
H 1.0687 1.5950 1.6805
H 1.8405 -0.8647 2.0794
C -0.1210 0.1730 -0.3795
H -1.2022 -1.5505 -1.1282
H -0.1895 -0.8012 1.3801
N 0.5035 -0.6634 0.6545
H 2.5773 -0.4206 0.4959
H -2.1839 -0.2285 -0.4233
O 1.9014 1.1123 1.6544
H 0.6872 0.2997 -1.1153
C 1.7583 -0.2224 1.1921
S -1.7649 0.4738 -2.5864
C -1.3108 -0.4675 -1.0613
*
```

LUMO: 0.73 eV
SMILES: OCNCCS
Gap between HOMO and LUMO: 10.08 eV

Results of the Mulliken charge analysis, in e, for atoms 1 through 6: 0.1344 0.2628 0.2976 0.3092 -0.5115 0.4033

Stability ranking, top and bottom: (B) is the most stable and (A) is the least stable.

(A)
This record from the OMol25 dataset describes 15 unconnected molecules or ions with the total composition C30H90O15. The level of theory is ωB97M-V/def2-TZVPD.

```
! wB97M-V def2-TZVPD RIJCOSX def2/J DEFGRID3
* xyz 0 1
C 7.5286 7.9822 19.3764
O 6.7294 7.2044 15.0807
H 8.5359 9.6142 11.8945
H 7.2919 5.4228 13.1487
H 13.6883 8.3575 21.0886
O 11.8970 9.2214 21.2698
C 8.1492 10.5047 23.9707
H 10.0133 4.5425 20.1978
H 9.3600 5.9122 16.8174
C 6.3585 5.3018 13.6092
H 5.5712 5.8045 13.0503
C 10.0045 9.6243 17.2546
H 14.5013 5.7560 18.1778
C 14.5676 9.5393 15.8962
H 11.5394 13.9148 17.6835
H 2.1386 9.2144 13.3348
O 9.8775 10.9012 22.3161
O 11.0260 12.7651 15.3382
C 13.8298 6.1582 19.0183
C 3.2816 8.8657 15.1496
H 14.1982 7.1704 19.3168
H 15.4109 9.4083 15.2380
O 4.4476 8.5385 14.3175
C 6.1089 12.3796 15.8442
C 10.4943 14.0762 17.3999
H 6.1024 4.2394 13.6694
C 11.6398 6.9265 14.8373
H 14.7686 11.2167 21.1759
C 6.9329 13.2791 20.7153
H 8.7088 11.4846 13.6184
H 10.1096 11.2367 24.3964
H 10.4535 9.7087 16.2498
H 9.5576 8.2052 12.3875
C 14.8052 11.5320 20.1041
H 8.2241 5.3215 19.0077
H 11.7873 7.8162 15.4673
H 14.8286 9.7907 16.9152
H 7.5198 14.9196 19.4022
H 6.7147 11.7128 16.4778
H 5.8876 13.4142 20.4348
O 14.1077 12.9264 18.2380
H 14.3829 11.6480 15.2076
H 9.9355 13.3527 17.9258
H 6.8758 7.3209 17.4424
C 6.9456 6.9171 18.4832
H 12.1207 4.3626 20.2626
H 6.8425 12.6726 18.3705
C 9.7835 5.3917 22.2495
H 10.7414 14.8093 15.3517
H 9.8303 8.5676 17.4885
C 2.4264 9.7275 14.2423
O 7.8950 5.8043 18.2005
O 9.6393 11.4660 13.3158
H 6.0189 6.4667 18.8163
H 10.6819 10.4257 22.0308
O 11.8675 4.9209 18.2872
H 10.4857 12.3102 14.6752
C 7.8417 13.8694 19.5734
H 4.2123 7.8480 13.7015
H 10.3054 10.0202 19.3538
H 8.6688 5.2792 22.1696
H 14.4238 13.7400 20.0364
H 2.7175 7.9855 15.4589
H 10.0182 6.4124 21.9966
H 13.2163 10.5293 14.4302
H 6.9756 13.9075 16.6727
H 3.0214 10.5937 13.9934
H 10.1703 3.4411 21.5687
H 10.0752 5.1299 23.2352
H 10.0690 5.6351 14.3593
H 7.0602 12.2667 21.0394
H 11.3382 4.9601 17.5108
H 7.3708 5.3457 15.4857
H 8.2901 8.8916 13.4307
H 10.5076 9.7757 14.1160
H 1.5659 10.0021 14.8335
C 13.7464 10.7611 15.3325
H 7.1109 13.9704 21.5610
O 10.2138 5.8257 16.3666
C 10.0983 10.1000 13.1497
O 12.8487 11.1663 16.2808
H 9.1081 10.2322 17.3558
C 10.4106 4.4665 21.2422
H 7.1250 12.1019 14.0011
O 11.8438 4.6327 21.1677
O 12.1031 9.6095 18.5357
C 6.1826 11.8813 14.4378
H 5.0451 12.3793 16.2022
H 12.5253 9.3521 23.7263
H 9.3023 13.7864 15.5718
H 14.0714 8.5534 15.7826
C 13.3666 8.9573 23.1927
H 5.9953 10.8449 14.3687
H 10.9816 11.2398 18.2529
H 12.1532 9.3655 20.3478
H 5.4778 12.3538 13.7828
H 10.1673 15.1365 17.5836
C 9.6268 10.5532 23.6514
H 13.5292 12.2020 17.8777
O 7.6754 13.1114 18.3147
H 12.2926 11.8869 15.9244
C 10.3337 13.8973 15.8343
H 9.5242 7.2737 14.9496
H 7.6562 9.4965 23.6044
C 6.4809 5.7954 15.0563
H 12.7316 9.9557 17.8808
H 5.6707 5.4579 15.6294
C 9.0401 9.0850 12.7012
O 6.5961 13.7229 15.7876
H 7.0337 8.9848 19.2385
H 13.9646 5.4310 19.8150
H 14.5204 10.6808 19.4991
H 10.0850 9.5695 23.8165
H 12.3635 6.1829 15.0563
H 14.1245 9.6961 23.1560
H 13.0416 12.6677 19.9226
H 8.5981 7.9959 19.2634
H 11.7879 6.6652 19.3463
H 7.6056 11.3621 23.5276
H 13.7573 8.0341 23.6549
H 12.2893 6.8011 17.6282
H 10.9138 10.0759 12.4519
C 12.9165 8.4423 21.8385
H 3.7506 9.4623 15.9992
C 10.7879 10.1499 18.3823
C 12.4125 6.2085 18.5301
H 8.0800 10.5209 25.0955
H 7.4344 7.8686 20.4341
H 11.7498 7.3328 13.7824
H 5.9320 7.6755 14.8422
H 8.8578 13.8605 19.8691
H 15.8463 11.7183 19.9267
C 14.0621 12.7780 19.6425
C 10.2653 6.4186 15.0869
H 12.6116 7.3280 21.9490
*
```

LUMO: 0.26 eV
Gap between HOMO and LUMO: 9.73 eV

Results of the Mulliken charge analysis, in e, for atoms 1 through 6: -0.7496 0.0183 0.4879 0.2483 0.0896 0.2121

(B)
This record from the OMol25 dataset describes 15 unconnected molecules or ions with the total composition C30H90O15. The level of theory is ωB97M-V/def2-TZVPD.

```
! wB97M-V def2-TZVPD RIJCOSX def2/J DEFGRID3
* xyz 0 1
H 2.1149 2.1501 -0.0663
H -3.7153 5.7300 -1.3586
H 6.5099 -2.3279 3.4712
H 4.1308 3.3176 -0.0853
C 4.5236 2.4138 -0.5512
H 2.2149 -0.0457 4.3793
H -4.0941 -3.8977 4.3194
H -0.6409 1.5317 -5.7695
H -2.5633 -4.7594 -2.7446
H 0.9881 4.3254 0.2029
H 4.8842 -0.3171 3.0936
H 0.1577 3.4671 2.3535
C 5.5923 -3.4794 1.8338
H 5.3523 -0.3078 -0.9605
C 1.4715 5.3040 2.2984
H 4.3061 -1.7273 3.8965
H 1.5677 -1.0072 3.0310
H -0.1221 3.3607 -2.4804
C -2.2722 2.8595 3.9278
H -3.5168 -1.9580 -2.0706
H 2.1894 -3.9972 1.8189
H -2.6046 2.5091 0.4678
H -3.6939 -2.4847 5.3154
C -2.1707 -6.0023 -4.4788
C -1.5405 2.0380 -5.4195
H -3.0777 -6.4807 -4.1094
H -3.0662 -2.8653 2.3491
H -4.5604 0.0097 -2.5424
H 1.3849 5.4931 3.3684
H -1.4756 -6.8063 -4.7208
C 1.3655 -0.6361 4.0358
H -2.2897 3.3170 4.9169
H 6.9180 -0.6997 2.3136
H 1.4500 -2.9860 -5.4812
H -2.4172 -3.7236 4.7068
O -1.1482 0.9789 -3.2846
C -4.8547 -0.0768 -0.1677
C -3.2347 5.7695 -0.3811
C -1.7017 -5.2449 -3.2027
H 2.5736 -2.8729 0.5751
H -2.3919 1.4119 -5.6866
H 5.0955 -4.1804 2.5046
C -3.2896 4.5710 0.4884
C 2.2256 -1.0641 -4.5943
H -5.3307 0.9018 -0.1059
H 4.2787 -0.0200 -2.2655
H 2.1491 -1.3433 -3.5435
H 0.3996 -2.7912 -1.0412
O 2.3594 1.3048 -0.4499
H 2.1252 1.8715 2.1477
C 4.6939 -1.3792 2.9392
C -1.4044 2.2140 -3.9746
H -4.6173 -0.4564 0.8261
O -3.8589 0.5754 -2.2115
H 6.5068 -3.9426 1.4634
H -2.2465 6.2242 -0.4495
H 2.6169 -2.0901 -6.4271
H 3.1063 -3.0114 -4.9286
H -2.8714 3.1950 -1.2156
H -3.9830 -1.6233 3.2018
H -1.9716 -1.6919 -1.4998
H -2.0144 0.6232 -3.0729
O 0.3298 -2.6945 4.6884
O 1.0717 3.5003 0.6864
H 4.8902 -3.2708 1.0266
H -4.3746 3.7299 2.5144
H -5.6525 -0.6971 -0.5761
H 0.6378 3.2602 -3.9909
H 3.8736 0.6800 0.7542
H -0.3422 -4.0811 -2.6369
H -3.3352 -2.1471 -0.3953
H -1.6334 3.7452 -0.3532
H -1.1174 -1.4257 -4.4273
C 5.9319 -2.1588 2.5626
H -1.6061 3.0137 -5.9009
C -3.5764 2.2656 3.5650
H -1.3809 -5.9382 -2.4252
H -0.4896 -2.2922 4.3910
H 2.1682 2.7686 3.6461
H 0.7666 -1.2771 6.0201
C 4.3071 -0.0879 -1.1780
C -3.5642 -0.0478 -0.9882
H -3.8022 6.4879 0.2104
H 3.9924 -1.5605 2.1249
H -3.9358 1.5546 4.3090
H -2.4023 -5.3070 -5.2856
H -3.5713 1.6148 2.6907
H 0.3443 -5.0085 0.3520
C 1.1636 3.7576 2.0503
H 3.1231 -0.4587 -4.7205
O -1.9088 -1.9502 -4.5490
H -0.4905 1.2226 0.8417
O -4.5133 3.3376 3.3795
O -0.6716 0.2865 0.9260
H -0.6381 4.3457 -3.7229
C 1.1292 -4.4119 -0.1127
O -0.7485 -4.2992 -3.4789
O 0.6814 -3.6767 -1.2824
H -1.6831 -0.9914 2.6748
H 4.6211 2.6205 -1.6170
H -1.5692 2.0278 3.8795
H -2.8531 4.8125 1.4575
H 3.2386 3.1438 2.2933
H -4.9230 3.8980 -0.2594
H -1.9095 3.5118 3.1334
O 0.5644 -0.8000 -1.0844
C 2.3561 -2.3843 -5.4104
C 1.2095 -1.6511 5.0970
C -2.6483 3.3939 -0.1674
C -3.1192 -2.2846 3.2700
O -1.9468 -1.4744 3.4615
H -0.0495 -0.3390 -1.6561
H 1.4003 -0.3538 -1.2205
O -4.6463 4.2291 0.5982
O 1.0682 -0.5372 -5.0890
H 1.8547 -5.1547 -0.4442
O 6.6009 -1.3657 1.6992
C -0.3551 3.3084 -3.5439
C 2.2170 2.8753 2.5625
H 0.7981 0.2567 -4.6216
C 1.7543 -3.4761 0.9661
H 2.4929 5.5338 1.9951
C -3.0084 -1.5098 -1.2169
H 2.2337 -2.0086 5.2030
H -2.2559 2.6342 -3.4394
H 0.7002 5.9570 1.8899
H 0.5787 0.1182 4.0293
H 3.7847 -0.9537 -0.7711
C 3.7657 1.0505 -0.2652
H -0.1043 -0.1272 0.2754
H 5.5438 2.3204 -0.1788
H 0.9283 -2.8415 1.2872
H -2.8661 0.6194 -0.4828
C -3.3290 -3.1517 4.5344
H -1.6126 -2.8560 -4.4590
*
```

LUMO: 0.22 eV
Gap between HOMO and LUMO: 9.82 eV

Results of the Mulliken charge analysis, in e, for atoms 1 through 6: -0.1892 0.3197 0.3537 0.3199 -1.5411 0.3905

Stability ranking, top and bottom: (B) is the most stable and (A) is the least stable.

(A)
This record from the OMol25 dataset describes a gas-phase ion, C7H11N4S (charge +1). The level of theory is ωB97M-V/def2-TZVPD.

```
! wB97M-V def2-TZVPD RIJCOSX def2/J DEFGRID3
* xyz 1 1
H 1.9865 2.2745 -0.7070
C -1.9204 -2.0921 -0.3340
N 0.7035 1.6209 1.6260
H 2.9189 1.4505 1.3748
C -1.1282 -0.8380 -0.2853
C 1.8843 0.9992 1.0629
H 1.8869 -0.1539 1.2281
H 2.5791 0.5952 -1.1574
H -1.2162 1.4958 0.1412
H 0.2620 1.1833 2.4298
N 0.4880 0.8942 -0.8204
H 1.4070 -1.0502 -2.5914
H 0.7498 2.6179 1.6592
C -2.9545 -1.9551 0.5402
C 0.0676 -0.4262 -1.0685
H -3.7995 -2.6917 0.4918
H 0.1507 -2.2113 -2.0604
N -0.2186 1.7385 -0.1341
C 0.6720 -1.2550 -1.9165
H -1.7831 -3.0432 -0.9298
C 1.8394 1.1991 -0.5131
S -2.9682 -0.3613 1.3577
N -1.6069 0.0090 0.6062
*
```

LUMO: -4.02 eV
SMILES: [H]/N=[N+](/CCN)C(=C)c1ccsn1
Gap between HOMO and LUMO: 8.65 eV

Results of the Mulliken charge analysis, in e, for atoms 1 through 6: 0.3391 -0.6368 -0.2545 0.3567 0.9425 -0.5242

(B)
This record from the OMol25 dataset describes a gas-phase ion, C7H11N4S (charge +1). The level of theory is ωB97M-V/def2-TZVPD.

```
! wB97M-V def2-TZVPD RIJCOSX def2/J DEFGRID3
* xyz 1 1
H -2.3427 -2.8001 2.3461
H 1.8929 2.3531 1.5864
N 0.8530 1.7960 -1.3823
H 0.2053 1.1754 -3.8179
S -1.1811 -1.4190 -0.5587
H -2.2557 -1.1512 2.6105
H -1.0029 -1.9517 3.3136
H 1.0060 -2.2484 0.1239
C -0.8496 -1.7545 1.2451
C 1.5540 2.8524 0.7108
H 0.7464 3.5835 0.8871
C -0.0430 0.4277 -3.1410
C -0.3531 0.1290 -0.6438
N 0.1383 0.3771 1.6144
H -1.0656 0.0516 -3.3765
N 0.0669 0.8468 -1.7575
H 2.4021 3.4968 0.2089
N 0.2968 0.6938 0.4012
C -1.6363 -1.9838 2.4569
H -0.2108 -3.4948 0.1402
H 0.7598 -0.3041 -3.2218
C 0.9722 1.8056 -0.1256
C 0.0469 -2.4814 0.3797
*
```

LUMO (alpha / beta): -4.85 / -4.29 eV
Gap between HOMO and LUMO (alpha / beta): 6.97 / 7.00 eV

Results of the Mulliken charge analysis, in e, for atoms 1 through 6: 0.3688 0.3883 -0.8120 0.3282 0.0672 0.3542

Stability ranking, top and bottom: (A) is the most stable and (B) is the least stable.